Arrangement one

Entry from OMol25: 2 unconnected molecules or ions with the total composition C4H11NOS (the ωB97M-V functional and the def2-TZVPD basis).

Geometry as ORCA input:
```
! RIJCOSX wB97M-V def2-TZVPD def2/J DEFGRID3
* xyz 0 1
S 0.51624 -0.51763 -2.42781
O 0.10412 1.38318 3.47701
N 1.27362 0.08358 2.05370
C -0.94215 -1.37558 -2.72865
C -1.19805 -0.49464 2.69208
C 0.04764 0.41968 2.68681
C -0.04053 1.22855 -2.56758
H -1.20448 -1.39138 1.99451
H -1.09639 -1.47988 -3.79735
H 0.02731 1.62172 -3.54114
H 1.46150 -0.74757 1.44849
H -2.20994 0.11863 2.64814
H 0.47942 1.80690 -1.88012
H -0.90601 1.03008 -1.89460
H -0.80365 -2.28609 -2.12534
H -1.06577 -0.75572 3.74260
H -1.84541 -0.81025 -2.31030
H 1.95384 0.85704 1.87227
*
```

Output
SMILES = CC(N)=O.CSC
lowest unoccupied orbital energy = 0.61 eV
orbital gap = 9.261 eV
HOMO level = -8.654 eV

***

Arrangement two

Entry from OMol25: a single C4H11NOS molecule (the ωB97M-V functional and the def2-TZVPD basis).

Geometry as ORCA input:
```
! RIJCOSX wB97M-V def2-TZVPD def2/J DEFGRID3
* xyz 0 1
S 3.09707 -0.69281 -0.40392
O -2.74102 1.85204 -0.87124
N -0.67915 0.49428 -0.69068
C 1.34255 -0.72571 -0.88870
C 0.48398 0.08976 0.14680
C -1.77658 1.31341 0.03825
C 0.30503 -0.72759 1.43623
H -2.53305 1.71652 -1.78735
H 1.39701 -0.32438 -1.90527
H -2.27304 0.74381 0.72022
H 0.85004 -1.68075 -0.97917
H 3.50216 -1.97872 0.02853
H 1.27541 -1.18220 1.69484
H -0.16653 -0.19687 2.21908
H -0.36893 -1.58219 1.23154
H -1.40466 2.25558 0.46246
H 0.99620 1.07923 0.41849
H -1.30650 -0.45343 -0.87014
*
```

Output
SMILES = C[C@@H](CS)NCO
lowest unoccupied orbital energy = 0.83 eV
orbital gap = 9.909 eV
HOMO level = -9.083 eV

***

Arrangement three

Entry from OMol25: a single C4H11NOS molecule (the ωB97M-V functional and the def2-TZVPD basis).

Geometry as ORCA input:
```
! RIJCOSX wB97M-V def2-TZVPD def2/J DEFGRID3
* xyz 0 1
S -2.28799 -0.19591 -1.65120
O 2.92986 -0.89817 -1.07621
N 0.74172 -0.27382 -0.28884
C -2.13995 0.10493 0.15824
C -1.15303 1.16762 0.69662
C 0.27815 0.63366 0.75483
C 1.93872 -1.05459 -0.08919
H -1.22967 2.08955 0.12609
H 2.38925 -0.79848 0.88212
H 0.38859 0.05210 1.70516
H -1.56511 1.36423 1.70209
H 0.60691 0.16255 -1.19061
H 0.94954 1.48222 0.92011
H -1.80281 -0.81038 0.62991
H -3.17440 0.30127 0.40914
H 1.65836 -2.12815 -0.11148
H 2.58955 -0.33007 -1.77595
H -1.11772 -0.86855 -1.80083
*
```

Output
SMILES = OCNCCCS
lowest unoccupied orbital energy = 0.77 eV
orbital gap = 9.611 eV
HOMO level = -8.846 eV

***

Arrangement four

Entry from OMol25: 2 unconnected molecules or ions with the total composition C4H11NOS (the ωB97M-V functional and the def2-TZVPD basis).

Geometry as ORCA input:
```
! RIJCOSX wB97M-V def2-TZVPD def2/J DEFGRID3
* xyz 0 1
S -1.88167 -0.33648 1.15355
O 1.42431 1.71145 -1.17281
N 0.00034 0.45233 -2.83676
C -0.49842 0.36527 -1.38498
C 0.47824 1.19218 -0.61150
C -0.54493 -0.38104 2.40865
C 0.64027 -1.27442 2.04549
H 1.36133 -1.32566 2.87196
H -1.50888 0.76453 -1.32995
H 0.21623 -0.46370 -3.22146
H 1.14920 -0.89874 1.14789
H 0.29651 -2.27996 1.79275
H -0.49687 -0.66751 -1.06185
H 0.87294 1.03078 -2.75812
H -0.67204 0.91325 -3.44252
H 0.28226 1.30606 0.45477
H -0.96310 -0.73396 3.35011
H -0.15572 0.62563 2.59480
*
```

Output
lowest unoccupied orbital energy = -0.70 eV
orbital gap = 5.350 eV
HOMO level = -6.054 eV

***

In terms of stability, arrangement three leads; the second structure lies 0.0085 hartree higher.

***

Arrangement one

Entry from OMol25: a single C4H11NOS molecule (the ωB97M-V functional and the def2-TZVPD basis).

Geometry as ORCA input:
```
! RIJCOSX wB97M-V def2-TZVPD def2/J DEFGRID3
* xyz 0 1
S -2.15882 0.59630 0.74833
O 0.67711 1.97845 0.16500
N 1.18593 -1.58929 -0.25505
C 0.49470 -0.47978 0.39468
C 1.38218 0.79153 0.28407
C 1.40966 -1.67791 -1.67828
C -0.89428 -0.34526 -0.21886
H 1.90724 -0.76765 -2.02774
H 0.29683 2.39415 0.94404
H -1.37126 -1.31906 -0.33250
H 1.40192 -2.36827 0.31940
H 2.02079 0.66028 -0.57963
H -1.87450 1.74538 0.13214
H 2.05094 0.67426 1.15325
H 0.29716 -0.82206 1.41314
H 2.02476 -2.55626 -1.85273
H 0.48006 -1.75798 -2.26101
H -0.88779 0.13645 -1.19769
*
```

Output
SMILES = CN[C@@H](CO)CS
lowest unoccupied orbital energy = 0.82 eV
orbital gap = 9.055 eV
HOMO level = -8.239 eV

***

Arrangement two

Entry from OMol25: a single C4H11NOS molecule (the ωB97M-V functional and the def2-TZVPD basis).

Geometry as ORCA input:
```
! RIJCOSX wB97M-V def2-TZVPD def2/J DEFGRID3
* xyz 0 1
S 0.12434 -2.83900 -0.46146
O 1.14046 3.34771 0.67993
N 0.40089 1.45555 -0.52886
C -1.17362 -1.60669 -0.39172
C -0.91760 0.97721 -0.12394
C 1.22843 1.94672 0.58467
C -0.92773 -0.40735 0.52841
H -1.62733 1.08359 -0.96105
H 0.52645 3.64788 0.03154
H 0.91173 0.85804 -1.15434
H -1.41527 1.69995 0.53174
H 1.04771 1.46123 1.54807
H 0.16860 -3.11610 0.85228
H -2.14649 -2.02401 -0.09034
H -0.01636 -0.59429 1.10041
H -1.50913 -1.36956 -1.40759
H 2.24943 1.70987 0.25129
H -1.69987 -0.36436 1.30077
*
```

Output
SMILES = OCNCCCS
lowest unoccupied orbital energy = 0.86 eV
orbital gap = 9.921 eV
HOMO level = -9.061 eV

***

In terms of stability, arrangement two leads; the second structure lies 0.0033 hartree higher.

***

Arrangement one

Entry from OMol25: a single C4H4BrN molecule (the ωB97M-V functional and the def2-TZVPD basis).

Geometry as ORCA input:
```
! RIJCOSX wB97M-V def2-TZVPD def2/J DEFGRID3
* xyz 0 1
Br -2.54306 -0.46483 -0.01188
N 2.81972 -2.15213 0.10518
C -0.39821 1.53307 -0.01162
C 1.80901 -1.65577 -0.06051
C -0.71173 0.12107 -0.08805
C 0.30017 -0.98866 -0.01087
H -1.14055 2.07542 -0.69202
H 0.67349 1.48292 -0.24280
H -0.28475 -2.03271 0.04923
H -0.52410 2.08162 0.96335
*
```

Output
SMILES = C/C(Br)=C\C#N
lowest unoccupied orbital energy = -0.38 eV
orbital gap = 9.280 eV
HOMO level = -9.660 eV

***

Arrangement two

Entry from OMol25: a molecular structure, C4H4BrN (the ωB97M-V functional and the def2-TZVPD basis).

Geometry as ORCA input:
```
! RIJCOSX wB97M-V def2-TZVPD def2/J DEFGRID3
* xyz 0 1
Br -0.11424 2.69301 1.30452
N 0.68235 1.63402 -1.15933
C 0.42092 1.44471 0.11491
C 0.12506 -0.06992 -0.09602
C 0.47078 0.17035 -1.37027
C -0.48473 -1.15234 0.66164
H -1.36394 -0.71827 1.24165
H 0.11540 -1.55353 1.57968
H 0.87206 -0.40901 -2.30105
H -0.72367 -2.03901 0.02426
*
```

Output
lowest unoccupied orbital energy = -0.43 eV
orbital gap = 7.889 eV
HOMO level = -8.323 eV

***

In terms of stability, arrangement one leads; the second structure lies 0.0150 hartree higher.